Record 1
29
Properties=species:S:1:pos:R:3 method="wB97M-V/def2-TZVPD" e_tot_ha=-756.2143 smiles="C=CCC/C=[Si](/C)c1ccccc1" homo_energy_ha=-0.2796 gap_ev=8.2 de_lowest_kj_mol=413.04
C 0.4345 -3.4002 -1.9786
C 0.4812 -2.0928 -1.8269
C -0.2632 -1.0407 -2.7453
C -0.8297 0.1515 -1.9818
C -1.8668 -0.1249 -0.9580
Si -1.5330 0.3825 0.6980
C -2.7060 -0.0293 2.0323
C 0.1685 0.9619 1.2256
C 1.2843 0.0831 1.5064
C 2.4615 0.6346 1.9224
C 2.5922 2.0082 1.9407
C 1.5723 2.8378 1.6766
C 0.3476 2.3269 1.3216
H -0.0358 -3.9509 -2.7362
H 1.1487 -3.9737 -1.3312
H 1.0449 -1.6512 -1.0934
H -1.1121 -1.7343 -3.1447
H 0.4257 -0.5744 -3.5149
H -1.2655 0.8958 -2.8047
H 0.0322 0.5933 -1.5995
H -2.8142 -0.4826 -1.3307
H -2.4265 -0.4259 3.0128
H -3.3403 0.8957 2.2187
H -3.2667 -0.7947 1.5823
H 1.3302 -0.9683 1.4982
H 3.4265 0.0893 1.9446
H 3.4913 2.5493 1.9247
H 1.7611 3.9337 1.5876
H -0.5429 2.9001 0.9535

***

Record 2
107
Properties=species:S:1:pos:R:3 method="wB97M-V/def2-TZVPD" e_tot_ha=-2581.6156 total_charge=+1 homo_energy_ha=-0.4093 gap_ev=8.4 de_lowest_kj_mol=0.00
N -1.3441 1.0131 -3.1542
P 0.2321 0.9069 -2.6267
O 0.3342 -0.6825 -2.3005
N -0.0752 1.5371 -0.9192
C -0.0643 2.8114 -0.5333
N -0.2658 2.9665 0.7731
C -0.4156 1.7316 1.2514
N -0.5857 1.3224 2.5186
N -0.3423 0.8561 0.2372
O -0.4206 -0.4848 0.3294
H -1.3849 1.1089 -4.1626
H -1.9310 1.7018 -2.6920
H 1.1463 -0.8360 -1.7825
H 0.1285 3.6336 -1.2153
H -1.0247 1.9038 3.2143
H -0.1341 0.4721 2.8187
H -1.2834 -0.7773 -0.0185
C 3.1855 -1.1789 1.3698
O 2.0159 -1.9153 1.0134
H 3.9886 -1.8867 1.5513
H 3.4887 -0.5090 0.5609
H 3.0165 -0.5997 2.2834
H 1.2927 -1.3081 0.8495
C -3.2745 -1.2629 3.6537
O -2.0582 -1.4851 2.9351
H -3.6041 -2.2275 4.0284
H -3.1126 -0.5940 4.5021
H -4.0553 -0.8484 3.0149
H -1.7322 -0.6502 2.5941
C 4.0736 1.3434 -2.3962
O 3.2456 0.2065 -2.1129
H 3.9084 2.0665 -1.5999
H 5.1258 1.0562 -2.4016
H 3.8201 1.7973 -3.3493
H 3.3964 -0.4430 -2.8067
C -1.5087 5.9400 -2.3826
O -0.1875 5.4513 -2.6472
H -2.0871 5.0972 -2.0059
H -1.4870 6.7220 -1.6206
H -1.9759 6.3291 -3.2868
H 0.3376 6.1876 -2.9722
C 3.9326 3.3092 -6.0711
O 4.7359 3.2548 -4.8962
H 3.1339 2.5804 -5.9473
H 3.4873 4.2976 -6.2081
H 4.5073 3.0499 -6.9626
H 5.4483 3.8931 -4.9944
C 5.8414 0.3592 3.2840
O 6.1483 0.3802 1.8931
H 6.2554 -0.5552 3.7000
H 6.2864 1.2146 3.7976
H 4.7603 0.3665 3.4479
H 5.7889 1.1930 1.5281
C -3.6576 2.5005 0.0520
O -3.2632 2.5702 -1.3179
H -3.0870 1.6933 0.5109
H -3.4403 3.4312 0.5802
H -4.7193 2.2692 0.1463
H -3.7731 3.2710 -1.7371
C 1.9108 -5.0446 1.1132
O 1.8547 -6.4452 1.3893
H 2.7989 -4.8677 0.5134
H 1.0348 -4.7244 0.5453
H 1.9790 -4.4585 2.0321
H 1.0628 -6.6054 1.9167
C -1.6502 -4.9268 3.0348
O -0.7930 -6.0615 3.1316
H -2.5207 -5.2373 2.4613
H -1.9707 -4.6019 4.0276
H -1.1656 -4.0917 2.5241
H -0.0325 -5.8022 3.6626
C -1.7088 -3.5420 -4.0408
O -1.6783 -2.1190 -4.0825
H -2.6313 -3.8571 -4.5221
H -0.8665 -3.9802 -4.5811
H -1.7052 -3.9149 -3.0132
H -0.8684 -1.8228 -3.6578
C -0.7632 -7.5342 6.3168
O -0.7519 -6.1163 6.4766
H -1.6122 -7.7875 5.6883
H 0.1508 -7.8788 5.8266
H -0.8678 -8.0423 7.2781
H -0.0003 -5.8940 7.0328
C -1.7453 7.9970 -5.8447
O -2.7370 7.7497 -4.8515
H -0.7920 7.6664 -5.4371
H -1.9466 7.4378 -6.7610
H -1.6740 9.0601 -6.0827
H -3.5838 8.0401 -5.2023
C -6.6712 0.4691 2.1970
O -6.4811 0.0513 3.5409
H -5.7306 0.9064 1.8639
H -6.9171 -0.3703 1.5412
H -7.4547 1.2265 2.1151
H -7.3041 -0.3397 3.8479
C 2.1976 -7.5727 -2.3365
O 1.8515 -6.4683 -1.5163
H 2.1695 -7.2354 -3.3710
H 3.2049 -7.9381 -2.1174
H 1.4901 -8.3988 -2.2215
H 1.8791 -6.7598 -0.5933
C 0.8488 6.0352 3.2507
O 0.0195 4.8801 3.2869
H 0.5925 6.6412 4.1157
H 1.9081 5.7732 3.3107
H 0.6743 6.6249 2.3470
H 0.2288 4.3283 2.5270

***

Record 3
17
Properties=species:S:1:pos:R:3 method="wB97M-V/def2-TZVPD" e_tot_ha=-455.1707 smiles="COn1c(=O)ccn1C" homo_energy_ha=-0.3163 gap_ev=9.0 de_lowest_kj_mol=493.03
C 0.1551 2.1741 0.8012
O -0.0285 1.6767 -0.4979
N 0.3503 0.2535 -0.7395
C 1.5937 -0.1037 -0.1843
O 2.4970 0.7044 -0.1441
C 1.4461 -1.4200 0.4087
C 0.1509 -1.7650 0.2026
N -0.5958 -0.6590 -0.2788
C -1.8282 -0.8303 -0.9434
H 1.2587 2.1612 1.0903
H -0.5540 1.6461 1.4035
H 0.0101 3.3408 0.8025
H 2.2178 -2.0245 0.8201
H -0.3578 -2.5521 0.6134
H -2.0506 0.0189 -1.5897
H -1.7553 -1.7596 -1.5488
H -2.5096 -0.8618 -0.2157

***

Record 4
23
Properties=species:S:1:pos:R:3 method="wB97M-V/def2-TZVPD" e_tot_ha=-496.6605 smiles=Cc1cn[nH]c1[C@@]1(O)C[C@@H]1C homo_energy_ha=-0.3170 gap_ev=9.4 de_lowest_kj_mol=346.63
C -2.0313 -1.8630 -1.1035
C -1.6069 -0.3933 -1.0472
C -2.3236 0.6513 -1.7155
N -1.6822 1.7806 -1.6874
N -0.5193 1.5420 -1.0290
C -0.5211 0.2766 -0.5496
C 0.6450 -0.4527 0.4382
O 0.3861 -1.7045 0.9062
C 2.0043 -0.0776 -0.1285
C 1.4980 0.6889 1.0032
C 1.8548 0.9347 2.4563
H -2.5379 -2.2710 -0.1517
H -2.6366 -2.0163 -1.9362
H -1.0917 -2.4289 -1.1814
H -3.2046 0.7067 -2.3094
H 0.0842 2.3329 -0.6735
H -0.5014 -1.9872 0.6096
H 2.2039 0.5523 -1.1170
H 2.7349 -0.8981 0.1123
H 1.2651 1.7108 0.8203
H 1.0153 1.3731 2.8983
H 2.7748 1.5536 2.4485
H 2.1901 -0.0109 2.9373

***

Record 5
39
Properties=species:S:1:pos:R:3 method="wB97M-V/def2-TZVPD" e_tot_ha=-1181.1762 smiles=NCN[C@@H](CN)CS.O.O.O.O.O.O homo_energy_ha=-0.3094 gap_ev=8.6 de_lowest_kj_mol=0.00
N 3.5755 0.1669 -1.5820
C 3.0046 1.0716 -0.5361
N 2.2514 0.2662 0.4071
C 0.7902 0.2617 0.4123
C 0.3273 1.4151 1.3859
N -1.1899 1.4003 1.4745
C -0.1245 0.4355 -0.8462
S 0.6273 0.0786 -2.5167
H 4.0754 0.4013 -2.4343
H 3.9994 -0.6155 -1.1177
H 2.2698 1.7582 -1.0586
H 3.7230 1.6356 0.1082
H 2.6167 -0.5823 0.7995
H 0.5345 -0.5332 1.0476
H 0.7007 2.4036 1.0232
H 0.7313 1.3329 2.4836
H -1.5481 1.9163 2.2283
H -1.6659 1.7466 0.5448
H -1.0962 0.1103 -0.5510
H -0.0374 1.5041 -1.0391
H -0.6655 -0.0004 -3.1375
O -2.4277 0.5833 4.7465
H -2.2375 0.8168 3.8577
H -1.6231 0.0255 4.8661
O 1.9380 -2.4855 1.7316
H 2.3801 -3.2635 1.3799
H 1.6602 -2.8115 2.6099
O -2.3153 2.5474 -0.7248
H -3.0811 2.3760 -1.2918
H -1.6870 3.0500 -1.2424
O -2.4101 -3.0163 -1.5755
H -1.8488 -3.6432 -1.0854
H -3.2706 -3.0414 -1.1739
O 0.3360 -2.8066 -0.4440
H 0.9972 -2.1075 -0.6146
H -0.2973 -2.1527 -0.1718
O -3.3697 -0.1362 -2.5479
H -2.6191 -0.7047 -2.3710
H -3.0238 0.5968 -3.0445

***

Record 6
76
Properties=species:S:1:pos:R:3 method="wB97M-V/def2-TZVPD" e_tot_ha=-2082.0464 smiles="CCCCCc1cc(CCCCC)c2c(c1CSCC)C(=O)C(N(C(=O)F)C(=O)F)=C(CC(C)C)C2=O" homo_energy_ha=-0.3121 gap_ev=7.1 de_lowest_kj_mol=0.00
C 6.4261 -1.5302 -0.1306
C 6.5032 -0.3487 0.8891
C 5.7719 0.9009 0.3504
C 4.2932 0.6388 -0.0584
C 3.5228 -0.2237 0.9740
C 2.0257 -0.0262 0.7701
C 1.5033 1.1565 1.2661
C 0.1638 1.4898 1.1664
C -0.2771 2.8066 1.7938
C -0.5595 2.5737 3.3312
C -0.8091 1.0970 3.7283
C -1.3692 0.9886 5.1910
C -1.0498 -0.4497 5.6743
C -0.6645 0.5931 0.5053
C -0.1783 -0.6069 -0.0574
C 1.1802 -0.9187 0.0988
C 1.8002 -2.2062 -0.4311
S 2.6097 -1.8672 -2.0433
C 1.7337 -2.7584 -3.3785
C 1.1397 -1.6771 -4.3429
C -1.1249 -1.5230 -0.8025
O -0.8509 -2.6495 -1.1525
C -2.5223 -1.0143 -1.1636
N -3.4318 -1.7241 -2.0563
C -2.9728 -1.8943 -3.4040
O -3.7096 -1.6556 -4.3159
F -1.7510 -2.3617 -3.6889
C -4.0052 -2.9167 -1.4911
O -5.1932 -3.0587 -1.4934
F -3.2501 -3.8935 -0.9750
C -2.9820 0.1099 -0.6123
C -4.3703 0.6621 -0.8895
C -4.3254 1.9357 -1.7623
C -5.7665 2.4808 -1.9486
C -3.7647 1.6484 -3.1871
C -2.1316 0.8838 0.3791
O -2.7096 1.6973 1.0719
H 6.2117 -1.1304 -1.1302
H 7.4006 -2.0302 -0.1982
H 5.6622 -2.2478 0.1905
H 6.1616 -0.6681 1.8819
H 7.5654 -0.0738 0.9891
H 6.2999 1.2931 -0.5338
H 5.8439 1.6919 1.1144
H 3.8153 1.6334 -0.0296
H 4.2054 0.2912 -1.0940
H 3.8484 -1.2658 1.0190
H 3.7560 0.2118 1.9614
H 2.1749 1.8506 1.7787
H 0.6057 3.4621 1.7549
H -1.1158 3.2741 1.2777
H 0.3458 2.8662 3.8900
H -1.3808 3.1970 3.7081
H -1.5745 0.6302 3.0936
H 0.1201 0.5121 3.7391
H -2.4535 1.1412 5.1955
H -0.8020 1.6996 5.8070
H 0.0216 -0.6792 5.5904
H -1.5917 -1.1978 5.0734
H -1.3597 -0.6078 6.7184
H 1.1323 -3.0671 -0.4280
H 2.6210 -2.4634 0.2506
H 0.9692 -3.4290 -2.9732
H 2.4907 -3.3338 -3.9286
H 0.1904 -1.3570 -3.9063
H 1.0608 -2.0305 -5.3752
H 1.8079 -0.8083 -4.2572
H -4.7736 0.9940 0.0831
H -5.0643 -0.0964 -1.2613
H -3.7585 2.7521 -1.2932
H -6.4556 1.7075 -2.3215
H -5.7845 3.3019 -2.6780
H -6.1820 2.8733 -1.0082
H -4.1943 0.6982 -3.5256
H -2.6678 1.5934 -3.1074
H -4.0559 2.4531 -3.8718

***

Record 7
42
Properties=species:S:1:pos:R:3 method="wB97M-V/def2-TZVPD" e_tot_ha=-2289.3462 total_charge=+3 homo_energy_ha=-0.5840 gap_ev=3.5 de_lowest_kj_mol=0.00
I 0.0470 5.0932 -3.3301
I 1.3949 3.5093 -5.0892
Zr -0.0898 0.1015 0.1279
P 2.2639 0.5793 1.1418
C 3.2034 1.9905 0.4702
C 2.0608 0.9614 2.9278
H 3.0465 1.1255 3.3888
H 4.2989 -0.6689 1.7282
H 1.5501 0.1263 3.4314
H 2.8657 -1.7312 1.5582
H 2.5630 2.8831 0.5158
H 1.4487 1.8695 3.0397
C 3.3934 -0.8617 1.1404
H 4.1268 2.1820 1.0236
H 3.6788 -1.0912 0.1044
H 3.4440 1.7872 -0.5817
P -2.2523 -0.7868 -1.0246
C -2.9073 0.1541 -2.4420
C -2.1948 -2.5437 -1.5292
H -3.2692 -1.2979 1.1347
H -4.5047 -1.1732 -0.1658
H -3.7753 0.3107 0.5370
C -3.5837 -0.7325 0.2438
H -1.8297 -3.1495 -0.6880
H -3.1778 -2.9140 -1.8423
H -3.8701 -0.2298 -2.7920
H -2.1765 0.1032 -3.2606
H -1.4899 -2.6497 -2.3651
H -3.0232 1.2051 -2.1413
Cl -0.1247 -1.8919 1.3985
C -1.5368 0.7138 3.5993
C -1.6460 1.7041 2.5220
N -1.1483 1.5991 1.2750
C -1.5268 2.7910 0.5922
C -2.2444 3.5513 1.4482
N -2.3005 2.8602 2.6579
H -0.9736 1.1339 4.4454
H -2.5414 0.4081 3.9295
H -1.0074 -0.1780 3.2348
H -1.2411 2.9503 -0.4209
H -2.7125 4.5095 1.2618
H -2.7657 3.2016 3.5117